1.
The following is a DFT calculation (the ωB97M-V functional and the def2-TZVPD basis) of a structure of composition C35H45BiN4OP2S3Se at a distorted geometry.

```
92
C35H45BiN4OP2S3Se | OMol25 | the ωB97M-V functional and the def2-TZVPD basis
Bi -0.11 -0.98 -0.64
S -0.79 -1.22 1.75
C 0.29 -0.12 2.58
C 0.23 -0.15 3.97
C 0.97 0.72 4.73
C 1.81 1.63 4.10
C 1.90 1.64 2.73
C 1.13 0.79 1.94
S 1.29 0.96 0.19
H -0.42 -0.88 4.43
H 0.89 0.70 5.81
H 2.39 2.32 4.68
H 2.57 2.33 2.23
C -4.82 -1.65 0.27
P -3.49 -0.53 -0.37
C -3.43 -1.12 -2.10
C -4.52 1.00 -0.57
C -3.62 2.12 -1.08
P -1.89 1.74 -0.51
C -2.10 1.99 1.30
C -1.10 3.37 -0.88
H -5.76 -1.47 -0.26
H -4.97 -1.46 1.33
H -4.51 -2.68 0.11
H -4.43 -1.16 -2.54
H -2.99 -2.11 -2.12
H -2.79 -0.46 -2.68
H -4.91 1.26 0.42
H -5.37 0.82 -1.23
H -3.94 3.11 -0.74
H -3.59 2.13 -2.17
H -2.73 2.85 1.49
H -1.12 2.15 1.75
H -2.54 1.10 1.74
H -1.67 4.17 -0.40
H -1.06 3.54 -1.95
H -0.09 3.34 -0.49
C 0.81 -4.98 1.57
N -0.43 -4.44 2.05
C -1.47 -4.04 1.31
Se -1.59 -3.95 -0.50
N -2.48 -3.65 2.13
C -2.04 -3.70 3.43
C -2.63 -3.35 4.62
C -1.87 -3.50 5.77
C -0.57 -3.99 5.72
C 0.02 -4.36 4.53
C -0.73 -4.21 3.38
H 0.75 -5.08 0.49
H 0.99 -5.96 2.02
H 1.64 -4.31 1.81
H -3.30 -3.18 1.79
H -3.64 -2.97 4.65
H -2.30 -3.23 6.72
H -0.01 -4.09 6.64
H 1.03 -4.72 4.50
C 5.12 0.52 1.64
C 4.78 -0.32 0.46
C 5.63 -0.45 -0.64
C 5.20 -1.26 -1.67
N 4.05 -1.90 -1.63
C 3.32 -1.73 -0.54
S 1.84 -2.66 -0.46
N 3.63 -0.97 0.50
H 6.20 0.57 1.79
H 4.63 0.12 2.52
H 4.75 1.53 1.47
H 6.59 0.05 -0.68
H 5.79 -1.42 -2.57
C 3.00 4.67 -2.97
C 2.05 3.62 -3.43
C 2.36 2.28 -3.30
C 1.46 1.28 -3.64
C 1.92 -0.15 -3.56
C 0.21 1.64 -4.16
C -0.81 0.65 -4.50
O -1.01 -0.39 -3.91
C -0.09 3.00 -4.36
C -1.41 3.43 -4.94
C 0.82 3.96 -3.98
H 3.99 4.25 -2.79
H 2.64 5.09 -2.03
H 3.10 5.49 -3.68
H 3.33 1.99 -2.92
H 2.54 -0.36 -4.43
H 1.10 -0.86 -3.56
H 2.53 -0.30 -2.68
H -1.45 0.92 -5.36
H -2.24 3.04 -4.35
H -1.52 3.06 -5.96
H -1.48 4.51 -4.96
H 0.58 5.01 -4.12
```

The molecular weight comes out at 983.86 g mol⁻¹. Its electronic energy is -167305.6535 eV. The frontier orbital gap is 7.4 eV. The calculation puts the maximum force at 1.35 eV Å⁻¹.

***

2.
The following is a DFT calculation (the ωB97M-V functional and the def2-TZVPD basis) of a structure of composition C35H45F9I2O27PS at a distorted geometry.

```
120
C35H45F9I2O27PS | OMol25 | the ωB97M-V functional and the def2-TZVPD basis
C 1.00 6.04 1.68
C 0.51 6.16 0.24
C 0.22 4.80 -0.39
I -1.55 4.90 -1.60
S 1.58 4.25 -1.46
C 1.17 2.51 -1.75
C 1.24 1.57 -0.55
C 2.48 0.68 -0.52
I 1.95 -1.06 0.65
P 3.36 4.38 -0.23
C 3.93 6.10 -0.58
C 4.61 3.34 -1.11
H 1.19 7.05 2.05
H 0.23 5.62 2.32
H 1.92 5.48 1.76
H 1.23 6.71 -0.35
H -0.42 6.71 0.27
H 0.05 4.06 0.38
H 1.74 2.19 -2.61
H 0.13 2.55 -2.08
H 0.39 0.93 -0.63
H 1.21 2.12 0.39
H 3.32 1.12 -0.03
H 2.73 0.29 -1.49
H 5.01 6.03 -0.68
H 3.52 6.51 -1.49
H 3.69 6.70 0.29
H 5.40 3.95 -1.52
H 4.17 2.78 -1.93
H 5.01 2.65 -0.38
C 2.11 -4.59 1.39
C 1.87 -6.02 0.97
O 1.18 -6.55 2.10
C 0.52 -5.51 2.69
O -0.37 -5.59 3.47
O 0.99 -4.33 2.24
F 3.03 -6.70 0.79
H 3.04 -4.49 1.97
H 2.13 -3.88 0.57
H 1.25 -6.13 0.09
C -4.08 7.84 -2.80
C -4.26 8.63 -4.07
O -5.15 9.65 -3.66
C -4.96 9.86 -2.33
O -5.36 10.79 -1.72
O -4.24 8.84 -1.79
F -4.83 7.90 -5.05
H -4.85 7.08 -2.69
H -3.10 7.37 -2.71
H -3.34 9.09 -4.45
C -7.90 13.01 -2.13
C -8.88 13.03 -0.98
O -9.83 13.98 -1.41
C -9.83 13.98 -2.78
O -10.67 14.47 -3.46
O -8.74 13.33 -3.25
F -8.31 13.46 0.17
H -7.14 13.78 -2.01
H -7.41 12.05 -2.27
H -9.38 12.08 -0.80
C 3.93 -10.14 1.13
C 5.24 -10.03 1.88
O 5.90 -11.22 1.51
C 5.44 -11.58 0.28
O 5.96 -12.39 -0.42
O 4.32 -10.90 -0.03
F 5.06 -10.01 3.22
H 3.19 -10.70 1.70
H 3.51 -9.18 0.84
H 5.85 -9.17 1.60
C 4.81 -15.07 1.43
C 4.52 -16.50 1.06
O 3.82 -16.97 2.20
C 3.20 -15.90 2.78
O 2.35 -15.97 3.59
O 3.70 -14.74 2.28
F 5.65 -17.23 0.89
H 5.74 -14.98 2.00
H 4.86 -14.40 0.58
H 3.89 -16.62 0.18
C -2.11 -0.15 2.60
C -1.68 1.20 2.07
O -1.45 0.93 0.70
C -2.26 -0.11 0.35
O -2.51 -0.41 -0.77
O -2.75 -0.72 1.45
F -0.52 1.64 2.62
H -1.25 -0.77 2.88
H -2.80 -0.09 3.44
H -2.43 1.98 2.17
C 6.54 -0.68 -3.89
C 5.84 -1.19 -2.65
O 4.97 -0.10 -2.33
C 4.70 0.55 -3.49
O 3.82 1.36 -3.60
O 5.53 0.18 -4.47
F 6.69 -1.40 -1.62
H 7.42 -0.09 -3.64
H 6.82 -1.46 -4.59
H 5.24 -2.09 -2.81
C -4.87 0.23 -2.77
C -4.88 1.01 -4.06
O -5.60 2.18 -3.71
C -5.42 2.39 -2.37
O -5.65 3.40 -1.81
O -4.90 1.28 -1.79
F -5.52 0.36 -5.05
H -5.76 -0.39 -2.67
H -3.98 -0.38 -2.64
H -3.89 1.31 -4.41
C -1.49 -3.34 5.88
C -2.34 -3.57 7.10
O -3.08 -2.36 7.18
C -3.19 -1.86 5.91
O -3.93 -1.00 5.58
O -2.32 -2.48 5.08
F -1.60 -3.71 8.22
H -0.56 -2.82 6.13
H -1.24 -4.25 5.34
H -3.03 -4.41 7.02
```

The molecular weight comes out at 1385.55 g mol⁻¹. Its net charge is +1. Its electronic energy is -153084.5448 eV. The frontier orbital gap is 8.7 eV. The calculation puts the maximum force at 1.55 eV Å⁻¹.